The following is a DFT calculation (wB97M-V/def2-TZVPD) of a structure of composition C65H45AsN9O3Tl.

Output
Total energy, eV: -153219.826
2S+1: 1
Charge: -2
Highest occupied orbital energy, eV: -0.527
Lowest unoccupied orbital energy, Ha: 0.1366

Last column: Mulliken charge in e.
Geometry (Å):
Tl (1.2751, 0.7151, 0.4479)  3.0742
C (1.6099, -5.8959, 1.3142)  -0.6640
C (0.2217, -5.8423, 1.0199)  -0.7305
C (-0.4033, -4.6603, 0.7158)  -0.3337
C (0.3599, -3.4779, 0.6943)  0.1936
C (0.0535, -2.1257, 0.4803)  -1.0866
N (-1.2147, -1.6312, 0.2426)  0.0433
C (-1.5956, -0.4144, 0.0866)  -1.2447
C (-3.0748, -0.0663, 0.0359)  1.1147
C (-4.4965, -0.5682, 0.4605)  -1.2182
C (-5.6480, 1.3381, 0.7946)  -0.6090
C (-5.2091, 2.7350, 0.3913)  -0.9800
C (-3.9501, 3.1022, 0.1173)  -1.1918
C (-2.9278, 2.0278, 0.0747)  1.4707
C (-1.4036, 2.0828, 0.0862)  0.5955
N (-0.8547, 3.2414, 0.1353)  -0.5255
C (0.4823, 3.5884, 0.2449)  -1.0899
N (1.4896, 2.7521, 0.5847)  -0.1448
C (2.6775, 3.4218, 0.6628)  -0.3841
N (3.9143, 2.8882, 0.9231)  -0.6295
C (4.1773, 1.6276, 1.0585)  -0.2199
N (3.3055, 0.5454, 1.0581)  -0.3013
C (4.0089, -0.6347, 1.1345)  -0.4954
N (3.5658, -1.8532, 1.1229)  -0.5629
C (2.2515, -2.2089, 0.9350)  -1.1696
N (1.1978, -1.3920, 0.6314)  0.4518
C (1.7624, -3.5338, 0.9933)  0.6987
C (2.3763, -4.7567, 1.3069)  -0.3547
C (5.4365, -0.3006, 1.2312)  0.5277
C (6.5619, -1.1038, 1.2912)  -0.1345
C (7.8038, -0.4847, 1.3383)  -0.7101
C (7.9093, 0.9068, 1.3115)  -0.5756
C (6.7815, 1.7114, 1.2296)  -0.1144
C (5.5394, 1.0975, 1.1924)  0.0373
C (2.4154, 4.7810, 0.3717)  0.0041
C (3.2376, 5.9130, 0.2687)  -0.2535
C (2.6662, 7.1152, -0.0701)  -0.6360
C (1.2747, 7.2248, -0.3176)  -0.5611
C (0.4488, 6.1310, -0.2349)  -0.2388
C (1.0087, 4.8887, 0.1099)  0.3244
N (-0.8342, 0.7798, 0.0206)  0.5292
H (2.0603, -6.8541, 1.5501)  0.3810
H (-0.3502, -6.7647, 1.0431)  0.3701
H (-1.4663, -4.6269, 0.5046)  0.4701
H (-4.6424, -1.6323, 0.6413)  0.5170
H (-6.5968, 1.4124, 1.3281)  0.5503
H (-5.9920, 3.4871, 0.3838)  0.3555
H (-3.6815, 4.1267, -0.1170)  0.5225
H (3.4327, -4.7811, 1.5483)  0.5096
H (6.4566, -2.1815, 1.2931)  0.5569
H (8.7043, -1.0849, 1.4036)  0.3823
H (8.8923, 1.3631, 1.3484)  0.3756
H (6.8593, 2.7902, 1.1833)  0.5613
H (4.3023, 5.8198, 0.4485)  0.5024
H (3.2858, 8.0012, -0.1620)  0.3480
H (0.8670, 8.1929, -0.5896)  0.3733
H (-0.6139, 6.2066, -0.4355)  0.4620
O (-0.4825, 1.3997, 2.9950)  -1.1630
As (-1.9907, 0.8011, 2.7981)  2.2061
C (-3.0708, 1.7488, 4.1221)  0.2848
C (-3.3580, 1.2333, 5.3800)  -0.2471
C (-4.0110, 2.0173, 6.3209)  -0.7308
C (-4.3675, 3.3232, 6.0142)  -0.4461
C (-4.0583, 3.8511, 4.7673)  -0.8467
C (-3.4110, 3.0672, 3.8258)  -0.3234
C (-3.1855, 0.9874, 1.2016)  -0.3178
C (-4.5797, 0.5381, 1.5587)  -0.4995
C (-5.6807, 0.1638, -0.2694)  0.0297
C (-5.4881, 0.6039, -1.6714)  -1.3400
C (-4.2917, 1.0481, -2.0192)  -1.2867
C (-3.1329, 0.9885, -1.1014)  0.4425
C (-2.0017, -1.0287, 3.4472)  0.3827
C (-0.8003, -1.4566, 4.0013)  -0.7072
C (-0.6841, -2.7365, 4.5236)  -0.6460
C (-1.7708, -3.5955, 4.4902)  -0.4925
C (-2.9733, -3.1698, 3.9401)  -0.8973
C (-3.0918, -1.8912, 3.4200)  0.1022
H (-3.0645, 0.2171, 5.6191)  0.4027
H (-4.2367, 1.6106, 7.2996)  0.3863
H (-4.8779, 3.9316, 6.7511)  0.3572
H (-4.3158, 4.8774, 4.5355)  0.4164
H (-3.1448, 3.4712, 2.8535)  0.3104
H (-4.7687, 0.3479, 2.6155)  0.8497
H (-6.5956, -0.4207, -0.1648)  0.5809
H (-6.3317, 0.6098, -2.3527)  0.3648
H (-4.0959, 1.4300, -3.0148)  0.5618
H (-2.2471, 0.9496, -1.7312)  0.3255
H (0.0443, -0.7772, 4.0083)  0.4547
H (0.2620, -3.0649, 4.9341)  0.3580
H (-1.6795, -4.6034, 4.8750)  0.3491
H (-3.8238, -3.8408, 3.9055)  0.3834
H (-4.0317, -1.5739, 2.9869)  0.2733
C (-0.2717, -1.8470, -7.8313)  -1.6701
C (-0.6263, -1.9789, -6.3692)  1.2253
C (-1.9268, -2.3390, -6.0279)  -0.7609
C (-2.3177, -2.4072, -4.6997)  -1.0734
C (-1.4051, -2.1255, -3.7009)  -0.8106
C (-0.0914, -1.7732, -4.0206)  -0.6349
N (0.7560, -1.4160, -2.9611)  1.0816
C (2.1053, -1.7337, -2.8071)  -0.0131
C (2.5304, -3.0557, -2.9491)  -0.1327
C (3.8431, -3.4038, -2.6807)  -0.8649
C (4.7575, -2.4428, -2.2763)  -0.7297
C (4.3590, -1.1172, -2.1873)  -0.8531
C (3.0484, -0.7491, -2.4481)  1.2484
C (2.6448, 0.7156, -2.4831)  -0.1577
O (3.2757, 1.4726, -3.2128)  -0.8064
O (1.6370, 1.0294, -1.7459)  -0.9169
C (0.3090, -1.6958, -5.3684)  1.2652
C (1.7061, -1.2407, -5.6985)  -1.2992
H (-1.1235, -2.1267, -8.4516)  0.3682
H (0.5726, -2.4849, -8.1006)  0.3374
H (-0.0032, -0.8167, -8.0751)  0.3582
H (-2.6418, -2.5560, -6.8148)  0.2651
H (-3.3343, -2.6813, -4.4426)  0.4285
H (-1.6868, -2.1662, -2.6560)  0.7113
H (0.4833, -0.5836, -2.4532)  -0.2885
H (1.8057, -3.8066, -3.2432)  0.4596
H (4.1509, -4.4396, -2.7699)  0.3607
H (5.7768, -2.7202, -2.0357)  0.3935
H (5.0684, -0.3484, -1.9041)  0.5537
H (2.4420, -2.0039, -5.4360)  0.3256
H (1.9596, -0.3459, -5.1267)  0.1684
H (1.8167, -1.0085, -6.7558)  0.4397